Record 1
# C25H39N3O6S4Ti

A molecular structure, C25H39N3O6S4Ti at a distorted geometry (ωB97M-V/def2-TZVPD, the OMol25 dataset).

```
! wB97M-V def2-TZVPD RIJCOSX def2/J DEFGRID3
* xyz 2 1
Ti 0.084 -0.420 0.411
C -1.940 -0.996 -3.518
C -1.393 0.342 -3.979
S -0.510 1.255 -2.647
C 1.197 1.324 -3.309
C 1.936 0.004 -3.281
S 2.189 -0.596 -1.552
C 2.597 -2.353 -1.917
C 2.328 -3.273 -0.742
S 0.610 -3.260 -0.099
C -0.353 -4.237 -1.326
C -1.396 -3.396 -2.036
S -0.570 -2.099 -3.017
H -2.487 -1.469 -4.337
H -2.584 -0.863 -2.649
H -2.219 0.983 -4.294
H -0.698 0.228 -4.810
H 1.708 2.065 -2.694
H 1.140 1.696 -4.334
H 2.929 0.135 -3.715
H 1.391 -0.764 -3.829
H 3.662 -2.383 -2.163
H 2.010 -2.646 -2.785
H 2.926 -2.989 0.127
H 2.576 -4.302 -1.007
H -0.849 -5.013 -0.742
H 0.344 -4.699 -2.022
H -2.043 -2.893 -1.312
H -1.982 -4.029 -2.705
C 4.072 1.105 0.962
C 3.292 0.270 1.909
N 2.095 -0.246 1.679
C 1.727 -0.897 2.833
C 2.726 -0.766 3.771
N 3.700 -0.030 3.158
C 2.930 -1.154 5.209
O 1.985 -1.843 5.786
O 3.946 -0.784 5.735
C 0.403 -1.572 2.899
O 0.032 -2.132 3.909
O -0.233 -1.499 1.776
H 3.398 1.602 0.261
H 4.755 0.484 0.381
H 4.680 1.829 1.506
H 4.581 0.172 3.616
H 1.189 -2.056 5.231
C -5.174 0.450 0.006
C -4.415 -0.881 0.074
C -4.623 -1.552 1.441
C -4.897 -1.821 -1.039
C -2.986 -0.632 -0.054
C -1.786 -0.460 -0.171
H -6.241 0.265 0.093
H -4.986 0.955 -0.940
H -4.870 1.106 0.818
H -5.671 -1.811 1.568
H -4.328 -0.883 2.247
H -4.028 -2.462 1.515
H -5.959 -2.009 -0.917
H -4.381 -2.777 -0.992
H -4.746 -1.381 -2.022
O -0.577 1.161 2.015
C 0.001 1.923 1.241
O 0.592 1.498 0.205
C 0.043 3.433 1.567
N 1.417 3.787 2.078
C 1.872 5.001 1.331
C 1.243 4.796 -0.036
C -0.161 4.310 0.324
H -0.708 3.615 2.339
H 2.052 3.009 1.862
H 1.423 3.932 3.092
H 2.960 5.064 1.326
H 1.465 5.887 1.821
H 1.783 4.034 -0.598
H 1.225 5.712 -0.619
H -0.618 3.743 -0.485
H -0.798 5.158 0.570
*
```

The value obtained for the HOMO-LUMO gap is 6.48 eV. The value obtained for the lowest unoccupied orbital energy is -0.255 hartree. For the largest force on an atom, the calculation gives 0.0519 hartree/bohr.

***

Record 2
# C25H39N3O7S5Si3V

A molecular structure, C25H39N3O7S5Si3V (ωB97M-V/def2-TZVPD, the OMol25 dataset).

```
! wB97M-V def2-TZVPD RIJCOSX def2/J DEFGRID3
* xyz 0 2
V 0.209 0.521 0.109
C -2.176 -2.139 1.760
Si -1.552 -0.735 2.844
C -2.986 0.423 3.220
C -1.235 -1.573 4.513
C 0.021 0.116 2.195
Si 0.204 1.816 3.059
C -0.037 1.752 4.928
C -1.078 3.081 2.501
C 1.941 2.522 2.852
Si 1.484 -0.958 2.644
C 2.231 -0.806 4.362
C 1.321 -2.813 2.376
C 2.842 -0.444 1.425
C 4.197 -0.688 1.618
C 5.120 -0.276 0.672
C 4.664 0.386 -0.454
C 3.306 0.605 -0.593
N 2.412 0.190 0.314
H -3.100 -2.520 2.204
H -1.463 -2.963 1.733
H -2.392 -1.822 0.740
H -3.860 -0.205 3.420
H -3.249 1.108 2.418
H -2.797 1.006 4.123
H -2.188 -1.994 4.848
H -0.901 -0.876 5.281
H -0.521 -2.397 4.472
H -1.061 1.508 5.213
H 0.164 2.765 5.295
H 0.637 1.075 5.451
H -1.919 3.095 3.197
H -1.477 2.906 1.503
H -0.627 4.078 2.512
H 2.633 2.076 3.569
H 1.906 3.593 3.075
H 2.375 2.408 1.860
H 1.510 -1.086 5.131
H 2.605 0.191 4.590
H 3.069 -1.504 4.436
H 0.613 -3.290 3.053
H 2.303 -3.263 2.554
H 1.025 -3.030 1.353
H 4.522 -1.190 2.521
H 6.178 -0.456 0.817
H 5.340 0.748 -1.216
H 2.920 1.145 -1.445
S 0.673 0.608 -2.403
S -1.172 1.147 -3.147
S -2.447 0.017 -2.011
S -2.079 0.751 -0.119
O 2.412 3.417 -0.367
C 1.210 3.365 -0.323
O 0.513 2.312 0.065
C 0.336 4.531 -0.670
C -1.007 4.334 -0.966
C -1.770 5.433 -1.310
C -1.259 6.715 -1.355
C 0.079 6.866 -1.049
C 0.893 5.800 -0.716
N 0.661 8.224 -1.084
O 1.835 8.334 -0.804
O -0.068 9.135 -1.415
N -3.198 5.233 -1.637
O -3.629 4.103 -1.574
O -3.845 6.218 -1.928
H -1.448 3.346 -0.942
H -1.876 7.559 -1.619
H 1.941 5.950 -0.499
O 0.156 -1.432 -0.255
S 0.074 -2.169 -1.616
C -0.378 -3.851 -1.082
C 0.715 -4.783 -1.595
C 2.026 -4.026 -1.401
C 1.787 -2.641 -1.990
H -1.375 -4.067 -1.460
H -0.412 -3.817 0.005
H 0.563 -5.000 -2.655
H 0.693 -5.733 -1.060
H 2.867 -4.518 -1.890
H 2.259 -3.944 -0.338
H 1.858 -2.627 -3.079
H 2.420 -1.850 -1.593
*
```

As for the expectation value of S²: 0.78. The value obtained for the HOMO-LUMO gap (spin up / spin down) is 6.21 / 6.80 eV. The value obtained for the lowest unoccupied orbital energy (spin up / spin down) is -0.051 / -0.030 hartree. For the largest force on an atom, the calculation gives 0.0098 hartree/bohr.

***

Record 3
# C25H39N8O4S2

2 unconnected molecules or ions with the total composition C25H39N8O4S2 at a distorted geometry (ωB97M-V/def2-TZVPD, the OMol25 dataset).

```
! wB97M-V def2-TZVPD RIJCOSX def2/J DEFGRID3
* xyz 1 1
C -0.772 2.190 4.415
C -1.678 0.930 4.089
C -0.893 -0.087 3.116
N -1.717 -0.570 1.996
N -2.598 -1.525 2.330
C -3.328 -1.961 1.240
O -4.313 -2.883 1.158
C -5.510 -2.118 0.735
C -5.888 -0.946 1.720
N -5.476 0.407 1.268
C -6.584 1.390 1.283
C -6.479 2.434 2.460
C -5.101 3.191 2.523
O -7.511 3.443 2.290
N -2.814 -1.196 0.196
C -1.827 -0.296 0.631
N -1.133 0.612 -0.028
C -0.140 1.559 0.503
C 1.349 1.019 0.568
C -1.404 0.684 -1.508
C -0.286 -0.229 -2.238
C 0.835 0.608 -2.978
S 2.560 -0.021 -2.624
C 3.719 1.371 -2.557
S 3.556 2.563 -3.706
N 4.769 1.507 -1.601
C 4.829 1.195 -0.236
C 6.113 1.548 0.369
N 6.843 2.080 -0.735
C 6.069 2.056 -1.843
H -1.326 3.159 4.323
H 0.142 2.270 3.751
H -0.363 2.067 5.461
H -2.696 1.173 3.688
H -1.851 0.402 5.076
H -0.672 -0.990 3.766
H 0.102 0.335 2.838
H -2.685 -1.860 3.289
H -5.381 -1.789 -0.329
H -6.363 -2.859 0.753
H -5.420 -1.154 2.736
H -7.005 -1.017 1.904
H -5.167 0.295 0.302
H -6.485 1.997 0.329
H -7.616 0.945 1.263
H -6.639 1.956 3.473
H -5.043 3.895 3.408
H -4.288 2.422 2.700
H -4.820 3.728 1.577
H -7.220 4.167 2.879
H -0.425 1.979 1.516
H -0.150 2.456 -0.185
H 1.953 1.648 -0.154
H 1.447 -0.036 0.175
H 1.830 1.136 1.574
H -1.317 1.748 -1.876
H -2.414 0.283 -1.768
H -0.828 -0.891 -2.967
H 0.133 -0.921 -1.446
H 0.653 0.478 -4.086
H 0.805 1.702 -2.730
H 4.026 0.736 0.382
H 6.401 1.424 1.435
H 6.506 2.455 -2.783
C 5.916 -2.028 -3.020
C 4.966 -2.578 -3.873
C 5.183 -3.824 -4.445
C 6.353 -4.512 -4.151
C 7.311 -3.968 -3.306
C 7.088 -2.719 -2.740
N 6.574 -5.840 -4.734
O 5.720 -6.278 -5.486
O 7.595 -6.429 -4.429
H 5.741 -1.056 -2.570
H 4.053 -2.034 -4.091
H 4.437 -4.243 -5.108
H 8.226 -4.500 -3.079
H 7.827 -2.286 -2.077
*
```

The value obtained for the HOMO-LUMO gap is 7.72 eV. The value obtained for the lowest unoccupied orbital energy is -0.118 hartree. For the largest force on an atom, the calculation gives 0.1137 hartree/bohr.